1.
59
Properties=species:S:1:pos:R:3 method="wB97M-V/def2-TZVPD" multiplicity=1 e_above_lowest_kj_mol=103.2 e_homo_ev=-8.48 smiles="Cc1ccc(CNC(=O)CN(C(=O)[C@]2(C)CC(=O)N=C3C=CC=CN32)c2ccccc2)cc1" orbital_gap_ev=8.59
H -1.222 -1.224 -5.259
H 2.192 -1.003 1.118
H -2.782 -0.623 0.725
H -0.685 -1.134 -2.857
C -2.258 0.252 -2.412
H -1.816 2.936 -2.477
C 1.506 2.012 0.423
C 1.293 -2.919 1.450
H 3.339 -1.860 5.658
H 2.917 -3.559 5.923
N 0.381 2.760 0.114
H 4.399 -3.136 5.066
H -2.255 3.485 -0.863
C 3.356 -2.856 5.219
C 2.293 2.443 1.524
H -0.353 -1.089 0.698
C 0.485 1.716 -2.038
C 0.559 -2.898 0.140
C 1.928 3.513 2.277
H -0.937 4.264 0.659
C 2.086 -1.832 1.804
H -4.448 1.511 -4.653
C 1.278 0.574 -1.379
H 1.170 2.518 -2.327
C -1.249 1.066 -0.276
H -3.932 1.575 -2.240
H -0.039 1.362 -2.922
H -3.091 0.111 -6.164
C 0.738 4.201 1.963
C -1.506 -0.557 -3.254
C 2.739 -1.814 3.021
C 1.831 -3.957 3.552
N 1.842 0.922 -0.206
O -1.137 0.927 0.934
H -0.875 4.214 -1.712
C 2.622 -2.875 3.912
H 1.236 -2.580 -0.663
C -3.619 0.938 -4.264
C -1.808 -0.599 -4.604
C -2.858 0.149 -5.111
H 0.552 -4.825 2.075
C -3.328 0.984 -2.912
C 1.169 -3.977 2.337
C -1.710 -2.129 -0.415
H 3.173 1.858 1.734
H 3.353 -0.964 3.288
C -0.007 3.780 0.905
H 0.136 -3.874 -0.109
H -3.579 -1.123 -0.802
H 2.525 3.830 3.118
C -0.474 2.231 -0.961
O -2.041 -3.131 -1.013
C -1.418 3.288 -1.529
N -2.017 0.245 -1.006
N -0.543 -1.954 0.214
H 0.406 5.034 2.559
H 1.728 -4.792 4.231
O 1.381 -0.522 -1.888
C -2.627 -0.893 -0.323

2.
63
Properties=species:S:1:pos:R:3 method="wB97M-V/def2-TZVPD" multiplicity=2 e_above_lowest_kj_mol=287.5 e_homo_ev="-4.60 / -4.56" s2=0.9050 charge=-1 orbital_gap_ev="6.81 / 7.17"
H 5.233 2.625 1.810
O 1.483 0.572 0.598
H 4.896 -1.550 2.683
H 2.962 2.599 0.831
C 2.407 -1.846 1.942
H -6.444 0.702 -1.063
N 1.139 -1.933 1.800
H -3.908 3.624 -1.950
H -2.780 4.994 -2.006
H -2.064 3.095 -3.105
H 6.242 0.525 2.699
C -2.821 -2.296 1.371
S 0.115 -0.453 -2.191
C 3.408 1.701 1.239
C -3.747 -1.484 0.638
C -5.689 0.081 -0.593
H -7.118 -1.386 0.123
C 2.585 -1.513 -1.500
C 3.178 -0.649 1.776
C 3.968 -1.436 -1.403
C -6.078 -1.093 0.072
C -3.332 -0.312 -0.057
H -2.929 4.040 0.675
C -3.401 4.380 -1.350
C -5.103 -1.852 0.669
O 0.647 -2.695 -0.718
O -2.124 0.085 -0.157
H 5.737 -0.267 -1.730
C 1.900 -2.766 -0.980
H -4.163 5.024 -0.915
C 3.959 0.743 -2.395
O 2.578 -3.784 -0.838
H -3.262 -3.191 1.828
H -0.852 -2.445 3.489
C 2.580 0.678 -2.509
H -4.080 1.364 -1.170
N -0.953 2.557 -1.377
C 4.666 1.701 1.781
H 1.057 -3.816 2.766
C 4.660 -0.317 -1.836
C -1.572 2.240 -2.657
H 4.484 1.628 -2.735
H -2.278 1.411 -2.567
C -0.898 -2.950 2.518
C 4.489 -0.627 2.280
N -1.585 -2.057 1.593
C -1.543 3.007 -0.246
C 0.506 -3.217 2.034
H 0.473 -3.764 1.090
H -0.777 1.915 -3.324
S -0.868 2.621 1.246
Ru -0.141 -0.789 0.268
H -1.438 -3.895 2.645
H 2.024 1.505 -2.932
H 2.961 -2.735 2.261
C 1.874 -0.437 -2.052
C 5.239 0.523 2.292
C 2.618 0.517 1.183
H -0.233 1.876 -1.145
N -2.638 3.812 -0.260
H 4.490 -2.283 -0.976
H -5.371 -2.761 1.199
C -4.373 0.456 -0.661

3.
63
Properties=species:S:1:pos:R:3 method="wB97M-V/def2-TZVPD" multiplicity=2 e_above_lowest_kj_mol=0.0 e_homo_ev="-4.37 / -4.53" s2=0.7569 charge=-1 orbital_gap_ev="7.08 / 7.14"
C -0.750 0.769 -3.334
H -1.713 -3.544 4.252
C 4.229 -0.075 -0.024
C -3.768 -0.018 -2.085
H -5.090 -1.953 2.163
C 1.110 1.907 3.466
C 0.575 0.308 -3.635
H 0.117 2.584 1.761
C -3.890 -1.198 -0.019
Ru -0.397 0.140 -0.431
H 4.011 -1.058 -4.770
H -0.865 1.243 5.268
C 1.289 -0.567 -2.772
C 3.364 2.033 -1.571
C 2.918 0.374 0.122
H -4.961 -0.952 0.109
H 1.933 2.420 2.972
C 2.093 -0.284 1.212
H 5.323 2.040 -2.424
N -0.084 2.136 2.650
C 1.120 0.667 -4.884
H 0.545 1.331 -5.521
C 2.342 0.208 -5.301
C 2.475 1.444 -0.668
H -3.807 -0.572 -3.029
S 0.832 2.105 -0.580
H -0.265 -2.935 2.339
C -1.098 1.283 2.498
C -3.513 -2.776 3.352
H 3.005 2.848 -2.189
N -3.256 -0.864 -1.059
H 6.107 0.127 -1.035
H -2.992 1.708 -3.141
C 5.098 0.505 -0.931
C -1.333 -2.753 2.312
H -2.205 -0.209 3.119
C -2.145 -3.072 3.375
O 0.811 -0.193 1.196
S -1.990 1.304 1.006
H 1.367 0.851 3.503
H 4.546 -0.892 0.611
H 2.753 0.510 -6.255
H -1.281 1.219 -4.179
N -1.505 0.447 3.438
C -1.012 0.275 4.790
H -2.910 1.835 -1.375
C 2.533 -1.068 -3.254
C -1.829 -2.118 1.137
H -4.149 -3.014 4.195
H -4.774 0.384 -1.871
H 3.077 -1.736 -2.598
O 2.693 -0.847 2.131
H -1.773 -0.272 5.342
N -1.376 0.710 -2.214
C -3.240 -1.872 1.105
C -4.030 -2.187 2.213
C 4.661 1.574 -1.704
C 3.043 -0.680 -4.460
H -0.085 -0.296 4.820
H 1.002 2.318 4.469
C -2.777 1.155 -2.218
O -0.990 -1.805 0.217
O 0.877 -0.946 -1.620

4.
73
Properties=species:S:1:pos:R:3 method="wB97M-V/def2-TZVPD" multiplicity=1 e_above_lowest_kj_mol=680.1 e_homo_ev=-9.13 smiles="CC(=O)OC(=O)C[C@]1([PH2]=N)CCS(=O)(=O)OC1.O=C1C=C(O)C(=O)C=C1O.O=C1C=C(O)C(=O)C=C1O.O=C1C=C(O)C(=O)C=C1O" orbital_gap_ev=7.36
N -3.251 4.922 2.525
O -6.285 -4.506 -4.328
C 3.970 4.230 -0.090
H 2.253 -1.296 -0.850
O -4.787 -1.426 0.806
C 0.503 3.019 1.326
O 2.187 -1.879 -1.638
C -6.732 -5.345 -0.199
H 6.774 -5.600 -2.127
C -6.718 -6.089 -2.623
H -6.843 -6.888 -3.344
C 5.712 -4.217 -1.380
H -3.152 5.066 3.575
H 4.758 7.665 -1.575
O -4.107 1.105 -0.017
O 0.741 3.471 2.590
O 6.836 -5.021 -1.336
C -6.876 -6.435 -1.202
H 2.550 1.540 3.112
H -0.983 0.546 1.340
C 6.584 5.353 -0.511
C 2.096 0.556 2.611
C 6.417 4.016 0.079
H 5.796 1.908 0.951
S -3.644 -0.387 0.715
C -1.696 1.155 2.078
H -1.119 4.586 0.983
O 4.055 -1.590 0.353
H -6.334 -3.294 0.151
O -6.907 -5.672 1.134
C -2.208 2.471 1.181
C 5.032 3.498 0.253
C 1.765 0.940 1.054
H 2.831 -0.365 2.678
C 5.484 -3.300 -0.438
C 5.522 6.084 -0.857
O 5.013 -5.249 -3.376
C 4.767 -4.411 -2.515
H -4.880 3.270 1.605
O 7.372 3.328 0.420
C -0.983 3.455 0.715
H 6.163 -3.147 0.391
H -1.119 1.487 3.059
C 3.555 -3.578 -2.553
C -2.941 0.107 2.422
H -3.644 2.709 3.539
C -6.261 -3.754 -1.988
O 1.828 -0.082 0.155
H -0.864 3.395 -0.470
H -6.081 -3.546 -4.336
H -2.484 -0.832 2.991
O 5.671 7.340 -1.414
O 4.883 2.230 0.784
O -7.123 -7.577 -0.830
P -3.563 3.360 2.241
C 4.136 5.577 -0.657
C -6.443 -4.095 -0.568
C -2.900 1.916 -0.237
C 3.326 -2.664 -1.609
H -7.106 -6.633 1.142
H 2.869 -3.742 -3.374
C 4.284 -2.450 -0.489
H -3.810 0.594 3.034
H 7.596 5.710 -0.649
O 1.463 2.268 0.508
C -6.433 -4.839 -2.994
H 2.958 3.866 0.033
O -2.494 -1.076 -0.105
O -5.981 -2.619 -2.357
H 1.101 0.337 3.214
H -3.225 2.860 -0.888
H -2.053 1.384 -0.856
O 3.180 6.278 -0.968

5.
65
Properties=species:S:1:pos:R:3 method="wB97M-V/def2-TZVPD" multiplicity=1 e_above_lowest_kj_mol=76.6 e_homo_ev=-7.70 orbital_gap_ev=7.44
H 3.926 0.159 1.831
H -0.729 0.890 2.913
C 2.614 2.473 -3.081
H -3.170 -2.247 -0.538
O -0.921 0.075 0.505
C -1.185 -3.010 -0.338
N 1.630 -3.060 -0.388
H 0.513 1.923 3.693
H 2.928 2.179 -4.077
H 3.644 -2.100 -2.829
O 1.349 -1.225 1.469
C -0.419 -4.088 0.178
C 2.147 4.146 -1.447
H 1.490 -5.105 -0.198
H 2.366 -1.684 4.274
H -5.213 2.236 1.303
C -2.403 -5.157 1.054
C 0.245 1.358 2.799
C -1.041 -5.148 0.844
H 2.079 5.191 -1.169
O -0.535 0.604 -1.594
C -2.444 1.567 -0.546
H 0.239 1.991 1.917
N -5.823 4.085 -0.493
H 1.741 -0.225 5.087
H -4.239 -4.098 0.697
Ga 0.740 -0.908 -0.350
O -0.667 -2.024 -1.037
H 3.110 -0.051 -3.431
C -3.361 1.473 0.495
C 2.705 -2.235 -2.286
As 1.576 -0.002 2.589
H 3.273 -4.080 -1.267
C -4.646 3.200 -0.515
C -2.578 -3.060 -0.137
C 1.582 -0.930 4.272
H -3.926 4.035 -2.344
C 1.904 1.807 -0.835
C -3.165 -4.099 0.551
O -6.608 3.959 0.425
H -3.188 0.749 1.279
O -5.941 4.892 -1.393
H 1.563 3.462 0.494
N 2.171 -0.945 -1.856
H 2.751 4.571 -3.479
H 1.985 -2.740 -2.933
H 3.653 -2.579 -0.382
H 3.741 0.994 3.397
C -3.748 3.311 -1.563
C 0.997 -4.127 -0.127
C -4.478 2.290 0.514
O 1.627 0.905 0.053
H 3.187 1.767 1.877
H -2.875 -5.974 1.582
C 2.304 1.467 -2.153
C 2.525 0.100 -2.519
H -0.429 -5.970 1.200
C 2.916 -3.074 -1.020
H 0.616 -1.419 4.390
C -2.643 2.478 -1.576
H -1.918 2.520 -2.377
C -1.226 0.690 -0.557
C 1.860 3.183 -0.510
C 2.524 3.803 -2.753
C 3.300 0.830 2.415

6.
58
Properties=species:S:1:pos:R:3 method="wB97M-V/def2-TZVPD" multiplicity=1 e_above_lowest_kj_mol=59.6 e_homo_ev=-7.39 smiles="Cc1ccccc1C(=O)N1CCN(c2ccc(NC(=O)Cc3ccccc3)cc2)CC1" orbital_gap_ev=8.06
C 1.240 1.160 -1.076
H 0.732 -5.085 -2.247
H 2.130 -1.930 -4.759
H 1.014 1.638 4.378
H -1.116 -0.818 -5.823
H 2.582 -3.926 -3.401
H -1.573 -4.232 -2.463
C 0.242 1.343 -2.025
C -1.196 3.669 2.266
H -1.125 3.179 4.411
C -1.016 -2.606 -3.733
C -0.268 -0.684 -5.151
C 0.090 -1.411 4.463
O -2.599 0.492 2.480
H 1.170 0.847 2.793
O -1.618 1.128 -4.302
H 0.157 -2.036 -0.875
C -0.791 2.935 -0.552
C -0.560 -0.857 0.757
C -0.762 2.267 -1.758
H -2.024 -2.228 -3.823
C -1.464 2.734 3.472
H 2.062 3.026 2.297
H -0.072 -2.385 4.921
H -0.708 -0.742 4.777
N 0.296 0.570 -3.191
H 0.999 3.822 3.453
C 1.049 3.031 2.698
C 0.019 -1.944 -4.385
C -1.393 0.475 2.637
H 1.379 -3.272 3.025
H -1.133 -0.187 0.134
C 0.158 2.697 0.449
C 0.126 -1.545 2.970
N 0.096 3.369 1.667
C 1.570 -3.558 -3.491
C 0.534 -4.208 -2.845
H 0.600 -0.379 -5.739
H 1.999 1.620 0.830
H -2.526 2.502 3.545
H -1.573 3.662 -0.399
C 1.315 -2.430 -4.253
H 1.070 -0.082 -3.215
C -0.559 -0.662 2.135
C -0.761 -3.730 -2.969
H 1.038 -1.023 4.836
H -1.525 2.453 -2.496
H -1.983 3.525 1.531
H -1.205 4.716 2.593
C 0.843 -2.584 2.386
C 0.690 1.665 3.330
N -0.744 1.496 3.261
C 1.201 1.820 0.134
C 0.873 -2.753 1.014
C 0.161 -1.893 0.195
H 1.438 -3.566 0.583
H 2.048 0.469 -1.273
C -0.627 0.447 -4.179